1.
65
Properties=species:S:1:pos:R:3:forces:R:3 method="wB97M-V/def2-TZVPD" homo_lumo_gap_ev="5.944 / 5.946" lumo_ev="-4.530 / -4.528" charge=+1 homo_energy_ev="-10.47 / -10.47" energy_ev=-58198.1200
C -4.186843 4.181519 -0.690208 0.00 0.01 0.01
C 3.006344 1.616489 3.562667 -0.06 -0.05 -0.03
H 1.220821 0.934560 -5.365363 0.01 0.01 0.01
N -0.520596 -1.335061 2.632387 0.01 -0.13 0.12
C 1.617076 0.445607 -4.475186 0.06 0.05 0.00
H 2.850792 -3.535371 0.651372 -0.13 -0.16 0.08
C 1.892217 -3.304007 0.171978 0.44 0.02 -0.38
N 0.712793 -0.587853 -4.030031 -0.12 -0.02 0.02
C -2.225141 -0.393370 -0.139698 0.33 -0.21 -0.16
H 1.500891 -4.204046 -0.301314 -0.02 -0.02 0.15
C -2.308882 3.273553 0.517398 0.01 0.00 0.00
H 0.054612 -0.908399 3.354293 -0.12 0.01 0.04
N -0.536743 -1.837034 -2.741632 0.01 0.12 0.04
H -3.620354 -1.578745 -1.293293 0.03 -0.02 -0.03
C -2.633366 1.983790 0.040464 -0.15 -0.03 0.09
H -0.674875 -3.051101 3.903304 0.06 -0.03 -0.04
H 0.212308 -3.600731 -3.622833 0.01 0.04 0.01
C 1.293136 1.883132 1.870161 0.31 0.18 0.16
S 0.296545 0.507802 -1.610287 0.11 -0.32 -0.23
C 2.122528 1.081975 2.645579 -0.20 0.04 -0.11
C 2.222303 3.814858 2.935440 0.01 0.04 0.03
W 0.442650 -0.758447 0.659705 -0.45 0.93 0.38
O 1.939540 -0.287560 2.411969 0.38 0.00 -0.05
H -1.465574 3.394368 1.182632 0.01 -0.01 0.01
O 2.274064 -1.050324 -0.235704 -0.65 0.19 -0.45
C 0.507757 -1.794423 -4.828722 0.02 -0.06 -0.03
H -4.989267 0.399280 -1.880267 -0.02 -0.02 -0.02
N 0.932595 -2.693130 1.076337 0.00 -0.05 -0.26
H -2.823490 5.335551 0.521892 0.01 0.00 0.00
H 1.478529 -2.232932 -5.064284 -0.02 0.00 -0.01
C -3.363099 -0.591489 -0.935053 -0.18 0.01 -0.01
C -3.763711 1.802958 -0.797960 0.04 0.18 0.05
N -0.768029 0.764787 1.244355 0.01 0.20 0.11
H -0.897955 -2.148501 -1.854962 -0.11 0.01 -0.05
H 2.585686 0.000372 -4.708487 0.00 0.01 0.00
C -4.111386 0.505438 -1.257196 0.03 -0.13 0.04
H 0.744731 3.884732 1.368321 -0.01 0.01 -0.02
H -1.281608 -2.971551 -4.350095 0.03 -0.01 0.02
C -3.068872 4.348146 0.154147 -0.02 0.03 -0.01
C -1.879464 0.834546 0.358296 0.25 0.09 0.03
C 3.054748 -1.141611 2.766805 -0.02 0.05 -0.02
H 2.764877 -2.155994 2.518518 0.02 0.03 -0.01
O 2.184339 -2.393671 -2.063173 0.41 0.09 0.33
C 3.041158 2.999028 3.699875 0.02 0.01 0.02
C -0.327192 -2.696122 -3.902520 -0.04 -0.12 -0.05
H 3.929386 -0.838638 2.193800 0.00 -0.01 0.02
H 3.662751 0.998880 4.156176 0.01 -0.01 0.01
C 2.159870 -2.226162 -0.870558 0.18 -0.33 0.25
H -0.006527 -1.554387 -5.760269 0.00 0.01 0.02
H -1.412310 -0.849582 2.636519 0.04 -0.05 0.05
N 0.510020 1.253920 0.883887 0.09 -0.35 -0.10
H 3.730204 3.437705 4.407703 0.01 0.00 0.01
O 0.897601 -4.571188 2.377557 -0.05 0.00 -0.01
H 3.238584 -1.065625 3.836207 0.00 -0.02 -0.02
H 1.745281 1.178883 -3.684464 0.00 0.01 -0.02
H 2.275915 4.888088 3.049300 0.00 0.02 0.00
C 1.355599 3.261972 2.006321 -0.02 -0.14 0.04
O -1.270709 -1.379588 0.056874 -0.42 -0.03 -0.18
C 0.476802 -3.472450 2.109657 -0.21 0.04 0.10
H -1.588777 -3.116786 2.388342 0.00 -0.01 0.04
C 0.152558 -0.698353 -2.837507 -0.01 0.08 0.07
C -4.529737 2.941688 -1.148018 0.05 -0.08 0.02
H -5.395240 2.810906 -1.784678 -0.02 0.00 -0.01
C -0.657808 -2.783278 2.848700 0.06 -0.09 -0.07
H -4.780071 5.042973 -0.965200 0.00 0.01 0.00



2.
63
Properties=species:S:1:pos:R:3:forces:R:3 method="wB97M-V/def2-TZVPD" homo_lumo_gap_ev=6.974 lumo_ev=-3.061 charge=+1 homo_energy_ev=-10.04 energy_ev=-60787.0575
C 2.377847 3.088405 2.748187 -0.07 -0.77 0.11
C -0.988306 -2.080619 2.095857 -0.13 -0.17 0.02
C -2.591669 0.738470 4.994825 0.10 0.10 -0.19
N 1.604994 0.670212 2.586897 0.11 -0.15 0.12
C -3.147712 0.063792 3.933138 0.15 0.16 0.28
H -4.203795 -1.372095 5.097312 0.00 0.03 0.05
H 1.213695 4.621306 2.020141 0.09 0.13 0.04
H -0.806179 0.566933 -3.552291 0.09 0.10 -0.02
C 1.463946 2.030120 2.109402 0.18 0.35 0.18
H -1.020037 3.640392 5.544558 0.00 0.03 0.00
N -2.844578 0.493206 2.690484 0.18 0.23 0.23
C -2.378888 -1.786239 -2.045506 -0.35 -0.30 -0.13
N 2.193534 4.334374 1.983271 0.13 0.21 -0.63
H -5.352424 -2.481928 -0.413536 -0.04 0.09 0.04
C -4.322676 -5.786626 -2.115584 -0.15 -0.03 0.01
N -1.456634 2.195461 3.493442 0.26 0.28 0.11
C -1.731064 1.821273 4.726275 -0.39 -0.52 0.09
C -1.076634 2.590280 5.819929 -0.04 0.05 0.11
N -7.440632 -7.321460 -2.311749 -0.31 -0.32 -0.08
C -2.198764 -2.564003 0.349242 -0.12 -0.28 0.69
C -6.641088 -6.536915 -2.073976 -0.28 -0.29 -0.09
Sr -0.126487 -0.009453 -0.326003 0.82 0.36 0.98
C -3.738879 -3.627212 -1.229853 -0.20 -0.25 -0.02
C -5.658276 -5.560974 -1.782434 0.63 0.65 0.20
H 3.425692 2.783793 2.690784 -0.05 0.15 -0.05
H 1.673746 2.014448 1.041778 -0.11 0.13 0.12
C -2.566245 -3.469911 1.378792 0.02 0.14 -0.23
C -2.369238 -0.923031 -4.123872 -0.16 -0.15 -0.11
H 0.427280 2.338315 2.269122 0.25 0.03 -0.20
H -3.229001 0.021601 1.875734 0.13 0.04 0.08
H 1.380534 0.607125 3.574824 -0.02 -0.11 -0.07
C -5.069526 -3.410913 -0.886141 0.15 0.02 -0.04
N -1.223959 -1.711889 0.836422 -0.48 -0.75 0.34
H 2.116299 3.248623 3.797464 0.05 0.05 -0.08
C -2.007394 1.559562 2.459169 -0.45 -0.27 -0.09
C -3.372824 -4.822545 -1.841360 0.00 0.16 0.08
H -1.782613 -3.662660 3.428995 0.00 -0.09 0.17
H -5.025061 -0.869919 3.614679 -0.10 0.05 -0.02
N -1.452709 -0.755539 -2.058935 -0.33 -0.25 -0.62
H 2.420277 4.171176 0.841056 -0.22 0.19 1.08
H -7.061757 -4.195092 -0.909146 -0.10 0.01 0.02
H -2.338096 -4.988491 -2.102105 0.08 -0.03 -0.04
S 2.664924 4.040385 -0.929140 0.73 0.95 -0.43
H -0.059402 2.227469 5.968517 0.07 -0.05 0.01
H 2.783818 5.093249 2.327945 -0.19 -0.06 -0.08
C -1.795764 -3.160680 2.480018 0.12 -0.09 0.10
H -3.639767 -1.951281 3.517969 -0.01 0.03 0.01
H -4.039851 -6.712656 -2.591964 0.01 -0.07 -0.04
H -2.811491 0.445968 6.007599 -0.06 -0.07 0.06
H -0.249602 -1.568429 2.693729 0.11 0.08 0.05
C 1.806092 2.688984 -1.119383 -0.39 -0.70 -0.19
H 2.560826 0.347226 2.471625 -0.06 -0.08 0.07
H -1.612586 2.481668 6.757264 -0.01 0.01 0.10
H -3.300827 -4.247290 1.297275 -0.11 -0.19 -0.02
C -2.957191 -1.888686 -3.349983 0.11 0.16 0.01
S -1.757892 2.087000 0.892556 -0.21 0.29 -0.62
C -1.451394 -0.255951 -3.286192 -0.14 -0.17 0.14
C -6.027765 -4.366437 -1.163824 0.03 -0.13 -0.05
C -2.711269 -2.587805 -0.958666 0.09 0.33 -0.48
N 1.201792 1.697734 -1.206637 0.88 1.00 -0.80
H -3.711443 -2.591541 -3.646450 -0.13 -0.10 -0.08
H -2.560897 -0.706135 -5.156999 -0.02 0.03 -0.16
C -4.056817 -1.098838 4.057421 -0.13 -0.17 -0.04